[1]
80
Properties=species:S:1:pos:R:3:forces:R:3 method="wB97M-V/def2-TZVPD" max_force_ev_per_a=0.62 de_lowest_kcal_mol=7.56 lumo_energy_ha=-0.1102 e_tot_ha=-5558.3715 total_charge=+1 homo_lumo_gap_ev=7.71
Ta -0.522 -0.020 0.082 -0.3 -0.3 -0.5
C 3.502 -3.610 -4.780 0.0 0.0 0.0
C 2.269 -3.974 -3.929 0.0 0.0 0.0
C 2.145 -5.502 -3.831 0.0 0.0 0.0
C 1.061 -3.462 -4.732 0.0 0.0 0.0
C 2.474 -3.404 -2.503 0.1 0.0 0.0
C 3.697 -3.758 -1.902 -0.1 0.0 0.0
C 4.058 -3.416 -0.619 0.0 0.0 0.0
C 3.181 -2.606 0.081 0.1 0.0 0.0
S 3.268 -2.134 1.751 0.0 0.0 -0.1
C 1.774 -1.312 1.579 0.0 0.1 0.1
N 1.283 -1.313 0.366 0.0 -0.3 0.0
C 2.001 -2.142 -0.494 0.1 0.1 0.0
C 1.584 -2.624 -1.750 0.1 0.1 0.0
C 0.972 -0.756 2.654 0.1 0.1 0.0
C 1.391 -0.786 3.982 0.0 0.0 0.0
C 0.514 -0.390 4.973 0.0 0.0 0.0
C -0.768 0.016 4.622 0.0 0.0 0.0
C -1.155 0.080 3.290 -0.1 -0.1 0.0
C -0.297 -0.298 2.257 0.2 0.0 0.2
H 3.349 -3.960 -5.802 0.0 0.0 0.0
H 4.419 -4.071 -4.421 0.0 0.0 0.0
H 3.654 -2.530 -4.810 0.0 0.0 0.0
H 2.038 -5.935 -4.828 0.0 0.0 0.0
H 1.271 -5.787 -3.242 0.0 0.0 0.0
H 3.022 -5.948 -3.365 0.0 0.0 0.0
H 1.174 -3.793 -5.764 0.0 0.0 0.0
H 0.995 -2.373 -4.755 0.0 0.0 0.0
H 0.111 -3.898 -4.406 0.0 0.0 0.0
H 4.374 -4.386 -2.459 0.0 0.0 0.0
H 4.976 -3.782 -0.180 0.0 0.0 0.0
H 0.010 -2.898 -3.023 0.0 -0.2 0.1
H 2.384 -1.132 4.244 0.0 0.0 0.0
H 0.816 -0.413 6.011 0.0 0.0 0.0
H -1.473 0.292 5.396 0.0 0.0 0.0
H -2.163 0.411 3.078 0.0 0.0 0.0
Br 3.809 2.682 -5.534 0.0 0.0 0.0
C 3.584 2.755 -3.665 0.0 0.0 0.0
C 4.367 3.617 -2.911 0.0 0.0 0.0
C 4.195 3.688 -1.535 0.0 0.0 0.0
C 3.241 2.903 -0.911 0.0 0.0 0.0
C 2.467 2.040 -1.682 0.0 0.0 0.0
C 2.632 1.955 -3.061 0.0 0.0 0.0
C 1.432 1.221 -1.049 0.1 -0.1 0.1
O 0.732 0.378 -1.680 0.0 0.1 -0.1
O 1.160 1.300 0.198 0.2 0.3 0.1
H 5.109 4.232 -3.402 0.0 0.0 0.0
H 4.811 4.362 -0.955 0.0 0.0 0.0
H 3.091 2.949 0.159 0.0 0.0 0.0
H 2.013 1.289 -3.646 0.0 0.0 0.0
O -1.074 -2.117 0.131 -0.1 0.1 -0.1
S -1.096 -1.860 -1.421 0.1 0.1 0.2
N 0.266 -2.411 -2.182 -0.1 0.0 0.0
C -3.148 3.436 1.904 0.0 0.0 0.0
C -2.650 2.248 1.423 0.1 -0.1 0.0
N -1.358 2.070 1.058 -0.1 0.2 0.3
C -0.558 3.126 1.221 0.0 0.0 -0.2
C -0.984 4.378 1.653 0.1 0.0 0.0
C -2.307 4.532 2.018 0.0 0.0 0.0
C -0.017 5.495 1.708 0.1 0.0 -0.2
C 0.717 5.985 0.703 -0.1 -0.1 0.1
C 0.723 5.614 -0.729 0.0 0.0 0.0
C 1.461 6.383 -1.622 0.0 -0.1 0.0
C 1.458 5.994 -2.952 0.0 0.0 0.0
N 0.773 4.940 -3.385 0.0 0.0 0.0
C 0.084 4.286 -2.459 -0.1 -0.1 0.0
N 0.027 4.555 -1.162 0.0 0.0 0.1
H -4.192 3.496 2.175 0.0 0.0 0.0
H -3.304 1.397 1.344 0.0 0.0 0.0
H 0.480 3.002 0.974 0.0 0.0 0.0
H -2.679 5.484 2.375 0.0 0.0 0.0
H 0.096 5.973 2.676 0.0 0.0 0.0
H 1.383 6.806 0.944 0.0 0.0 0.0
H 2.025 7.245 -1.292 0.0 0.0 0.0
H 2.025 6.545 -3.695 0.0 0.0 0.0
H -0.493 3.430 -2.799 0.0 0.0 0.0
O -2.674 -0.101 -0.031 -0.3 0.0 0.0
N -2.843 0.739 -1.011 -0.1 0.0 0.0
O -3.910 1.048 -1.419 0.2 0.0 0.1
O -1.732 1.162 -1.445 0.1 0.1 -0.1

[2]
83
Properties=species:S:1:pos:R:3:forces:R:3 method="wB97M-V/def2-TZVPD" max_force_ev_per_a=1.11 multiplicity=2 de_lowest_kcal_mol=7.68 lumo_energy_ha="-0.2397 / -0.3094" e_tot_ha=-3999.3571 total_charge=+2 homo_lumo_gap_ev="7.08 / 5.09"
Ir -0.248 0.437 -0.328 -0.4 0.1 1.0
C 7.232 -2.929 -1.549 0.0 0.0 0.0
C 6.163 -1.979 -1.094 0.0 0.0 0.0
C 4.953 -1.886 -1.787 0.0 0.0 0.0
C 3.954 -1.031 -1.365 -0.1 0.0 0.0
C 4.166 -0.258 -0.229 0.1 0.0 0.1
C 5.355 -0.333 0.484 0.1 0.1 -0.1
C 6.347 -1.191 0.040 0.0 0.0 0.0
S 2.911 0.850 0.271 -0.4 -0.3 -0.3
O 2.616 1.756 -0.798 0.2 0.0 0.2
O 3.245 1.404 1.568 0.2 0.2 0.3
N 1.551 -0.075 0.479 0.6 0.4 -0.4
C 1.528 -1.027 1.508 0.1 -0.2 -0.2
C 2.583 -1.432 2.301 -0.1 0.0 0.0
C 2.410 -2.456 3.255 0.0 0.0 0.0
C 1.206 -3.072 3.443 0.0 0.0 0.0
C 0.098 -2.668 2.666 0.0 0.0 0.0
C -1.191 -3.235 2.784 0.0 0.0 0.0
C -2.207 -2.768 2.001 0.0 0.0 0.0
C -1.952 -1.734 1.088 -0.1 0.0 0.0
N -0.758 -1.196 0.940 0.1 0.1 -0.1
C 0.275 -1.650 1.710 0.0 0.0 0.0
H 7.197 -3.079 -2.627 0.0 0.0 0.0
H 7.095 -3.904 -1.076 0.0 0.0 0.0
H 8.223 -2.569 -1.280 0.0 0.0 0.0
H 4.797 -2.498 -2.667 0.0 0.0 0.0
H 3.008 -0.981 -1.892 0.0 0.0 0.0
H 5.508 0.290 1.355 0.0 0.0 0.0
H 7.284 -1.246 0.580 0.0 0.0 0.0
H 3.557 -0.986 2.196 0.0 0.0 0.0
H 3.266 -2.760 3.842 0.0 0.0 0.0
H 1.087 -3.866 4.168 0.0 0.0 0.0
H -1.358 -4.036 3.494 0.0 0.0 0.0
H -3.205 -3.178 2.057 0.0 0.0 0.0
H -2.760 -1.353 0.482 0.0 0.0 0.0
O -3.155 -3.100 -3.971 0.0 0.0 0.0
C -3.990 -2.200 -3.475 0.0 0.0 0.0
O -5.159 -2.183 -3.727 0.0 0.0 0.0
C -3.416 -1.167 -2.543 0.0 0.0 0.0
C -4.155 -0.165 -1.921 0.0 -0.1 0.1
Cl -5.799 0.178 -1.979 0.0 0.0 0.0
N -3.327 0.567 -1.137 0.0 0.0 -0.1
N -2.074 0.089 -1.255 -0.1 0.3 -0.1
C -2.114 -0.947 -2.086 0.0 0.0 0.0
C -0.787 -1.563 -2.381 -0.1 0.1 -0.1
O -0.659 -2.551 -3.066 0.0 0.0 0.0
O 0.202 -0.867 -1.878 0.0 -0.3 0.3
C -3.639 1.770 -0.411 0.0 0.0 0.0
C -3.632 1.747 0.972 -0.1 0.0 0.0
C -3.950 2.910 1.658 0.0 0.0 0.0
C -4.278 4.062 0.959 0.0 0.0 0.0
C -4.288 4.063 -0.431 0.0 0.0 0.0
C -3.965 2.910 -1.128 0.1 0.0 0.0
H -2.224 -2.983 -3.681 0.0 0.0 0.0
H -3.399 0.837 1.511 0.0 0.0 0.0
H -3.956 2.910 2.740 0.0 0.0 0.0
H -4.538 4.963 1.498 0.0 0.0 0.0
H -4.553 4.961 -0.972 0.0 0.0 0.0
H -3.964 2.894 -2.210 0.0 0.0 0.0
S -0.303 2.104 1.233 -0.6 -0.3 -0.7
C -0.148 1.335 2.804 0.4 -0.3 0.5
N 1.102 1.370 3.324 -0.4 0.1 0.2
C 1.379 0.886 4.543 0.0 0.0 -0.1
C 0.358 0.338 5.276 -0.1 0.0 0.0
C -0.897 0.298 4.676 0.1 0.0 0.1
N -1.147 0.786 3.461 -0.1 0.2 -0.2
H 1.861 1.702 2.715 0.4 0.0 -0.1
H 2.408 0.948 4.871 0.0 0.0 0.0
H 0.529 -0.058 6.266 0.0 0.0 0.0
H -1.741 -0.145 5.193 0.0 0.0 0.0
C 1.904 4.473 -2.786 0.0 0.0 0.0
N 1.892 3.107 -3.299 0.0 0.0 -0.1
C 2.792 2.581 -4.205 0.0 0.0 0.0
C 2.508 1.268 -4.336 0.0 0.0 0.0
N 1.423 1.019 -3.525 0.1 0.0 0.1
C 1.077 2.135 -2.880 0.0 0.1 0.1
S -0.197 2.365 -1.726 0.2 -0.1 -0.3
H 2.626 5.045 -3.360 0.0 0.0 0.0
H 2.191 4.457 -1.736 0.0 0.0 0.0
H 0.921 4.924 -2.897 0.0 0.0 0.0
H 3.539 3.191 -4.679 0.0 0.0 0.0
H 2.962 0.505 -4.942 0.0 0.0 0.0
H 1.040 0.113 -3.277 0.0 0.0 0.0

[3]
75
Properties=species:S:1:pos:R:3:forces:R:3 method="wB97M-V/def2-TZVPD" max_force_ev_per_a=0.44 multiplicity=2 de_lowest_kcal_mol=0.00 lumo_energy_ha="-0.0006 / -0.0148" e_tot_ha=-2884.4229 homo_lumo_gap_ev="7.59 / 7.26"
Ru -0.069 -0.514 0.475 0.4 0.0 -0.2
I -5.803 4.151 1.249 0.0 0.0 0.0
C -4.218 3.002 0.531 0.0 0.0 0.0
C -4.383 2.242 -0.614 0.0 0.0 0.0
C -3.341 1.433 -1.034 0.0 0.0 0.0
I -3.612 0.217 -2.706 0.0 0.0 0.0
C -2.119 1.363 -0.353 0.0 0.0 -0.1
O -1.172 0.552 -0.799 -0.2 -0.2 0.2
C -1.962 2.192 0.778 0.0 0.0 0.0
C -0.629 2.268 1.472 0.0 0.0 0.0
N -0.218 0.937 1.983 -0.1 0.0 0.1
C 1.002 0.977 2.807 0.0 0.0 0.0
C 1.703 -0.357 2.802 0.0 0.1 0.0
C 2.686 -0.671 3.729 0.0 0.0 0.0
C 3.351 -1.878 3.626 0.0 0.0 0.0
C 3.015 -2.751 2.601 0.0 0.0 0.0
C 2.021 -2.379 1.721 0.0 0.0 0.0
N 1.382 -1.209 1.822 0.0 -0.1 -0.1
C -3.015 2.978 1.218 0.0 0.0 0.0
H -5.315 2.258 -1.162 0.0 0.0 0.0
H -0.689 2.979 2.302 0.0 0.0 0.0
H 0.149 2.597 0.787 -0.1 0.0 0.0
H -0.988 0.613 2.567 0.0 0.0 0.0
H 0.775 1.283 3.833 0.0 0.0 0.0
H 1.680 1.710 2.368 0.0 0.0 0.0
H 2.926 0.036 4.511 0.0 0.0 0.0
H 4.126 -2.136 4.335 0.0 0.0 0.0
H 3.515 -3.701 2.481 0.0 0.0 0.0
H 1.715 -3.015 0.901 0.0 0.0 0.0
H -2.884 3.586 2.104 0.0 0.0 0.0
O 4.112 0.985 -0.379 0.0 0.0 0.0
S 2.712 1.269 -0.593 0.0 0.0 0.0
O 2.099 2.188 0.338 0.1 0.0 0.0
N 1.793 -0.044 -0.648 0.0 0.0 0.1
C 2.156 -1.050 -1.541 -0.1 0.0 0.0
C 3.346 -1.175 -2.237 0.0 0.0 0.0
C 3.530 -2.192 -3.192 0.0 0.0 0.0
C 2.545 -3.087 -3.492 0.0 0.0 0.0
C 1.316 -3.005 -2.802 0.0 0.0 0.0
C 0.215 -3.838 -3.102 0.0 0.0 0.0
C -0.963 -3.662 -2.441 0.0 0.0 0.0
C -1.029 -2.700 -1.418 0.0 0.0 0.0
N -0.010 -1.948 -1.073 0.0 0.1 0.0
C 1.147 -2.028 -1.799 0.0 0.0 0.0
C 2.541 1.975 -2.213 0.0 0.0 0.0
C 1.270 2.053 -2.768 0.0 0.0 0.0
C 1.121 2.624 -4.022 0.0 0.0 0.0
C 2.231 3.106 -4.705 0.0 0.0 0.0
C 3.495 3.019 -4.140 0.0 0.0 0.0
C 3.656 2.448 -2.884 0.0 0.0 0.0
H 4.152 -0.483 -2.052 0.0 0.0 0.0
H 4.479 -2.242 -3.711 0.0 0.0 0.0
H 2.679 -3.846 -4.253 0.0 0.0 0.0
H 0.317 -4.589 -3.876 0.0 0.0 0.0
H -1.841 -4.249 -2.669 0.0 0.0 0.0
H -1.952 -2.556 -0.875 0.0 0.0 0.0
H 0.418 1.656 -2.226 0.0 0.0 0.0
H 0.137 2.687 -4.468 0.0 0.0 0.0
H 2.110 3.547 -5.686 0.0 0.0 0.0
H 4.358 3.392 -4.676 0.0 0.0 0.0
H 4.632 2.360 -2.425 0.0 0.0 0.0
C -1.362 -1.749 1.639 -0.1 0.2 0.0
C -2.564 -1.060 2.190 0.0 0.0 0.0
C -2.592 -0.581 3.503 0.0 0.0 0.0
C -3.690 0.114 3.998 0.0 0.0 0.0
C -4.798 0.327 3.195 0.0 0.0 0.0
C -4.799 -0.170 1.895 0.0 0.0 0.0
C -3.699 -0.847 1.401 0.0 0.0 0.0
H -1.670 -2.593 1.022 0.0 0.0 0.0
H -0.773 -2.156 2.465 0.0 0.0 0.0
H -1.746 -0.782 4.156 0.0 0.0 0.0
H -3.682 0.476 5.019 0.0 0.0 0.0
H -5.655 0.870 3.572 0.0 0.0 0.0
H -5.664 -0.015 1.261 0.0 0.0 0.0
H -3.709 -1.215 0.380 0.0 0.0 0.0